Entry 1:
The following is a DFT calculation (wB97M-V/def2-TZVPD) of a structure of composition C12H22BBr6N2O14 at a distorted geometry.

Each line ends with the Mulliken charge.
Geometry (Å):
N 0.594012 -2.767615 0.289360  0.31
H -0.343807 -2.389978 0.046007  -0.29
H 1.048325 -2.310787 1.069998  -0.11
H 1.153822 -2.511314 -0.543522  0.45
H 0.555730 -3.762763 0.475526  0.47
N 0.126989 0.627102 -0.276160  0.17
H 0.019126 1.295089 0.494391  -0.32
H 1.029577 0.130697 -0.122177  0.76
H 0.142098 1.027534 -1.223510  0.25
H -0.645168 -0.054106 -0.155109  0.06
O 4.587522 0.853010 -5.678763  -0.60
C 3.406497 0.683572 -5.662168  0.53
O 2.420420 1.578294 -5.689497  -0.47
B 1.165696 0.907980 -5.338085  0.96
O 1.449146 -0.532434 -5.497652  -0.42
C 2.757310 -0.713544 -5.585505  0.67
O 3.274588 -1.789179 -5.496914  -0.61
O -0.001890 1.482923 -6.005677  -0.51
C -0.877499 1.933658 -5.130197  0.37
O -1.964646 2.366772 -5.375832  -0.60
C -0.253790 1.790252 -3.737095  0.74
O 0.885845 1.142119 -3.895938  -0.43
O -0.769059 1.979682 -2.661064  -0.73
O -2.958584 -0.315298 -1.825985  -0.44
C -2.023323 -1.189390 -1.379866  0.56
O -1.464080 -1.903756 -2.236442  -0.75
O -1.704645 -1.262978 -0.152978  -0.93
H -2.997844 -0.451243 -2.779272  0.32
O 3.453328 0.393108 -1.074762  -0.54
C 2.479940 -0.488435 -0.723658  0.48
O 1.773858 -0.181779 0.325325  -0.27
O 2.245616 -1.518755 -1.376138  -0.80
H 3.245341 1.016857 -0.349259  0.32
Br 1.822026 -2.997249 3.369268  -0.10
C 1.794326 -1.698164 4.831561  -0.52
C 2.309633 -0.333229 4.398682  -0.64
Br 1.300760 0.179036 2.793089  0.12
H 2.382061 -2.156916 5.624002  0.39
H 0.775299 -1.600791 5.198913  0.22
H 3.375715 -0.357165 4.187875  0.33
H 2.125963 0.429310 5.151217  0.37
Br -2.327043 6.399298 1.410914  -0.16
C -2.822764 5.063650 2.751898  -0.55
C -2.587097 3.630939 2.325141  -0.66
Br -0.876921 3.301299 1.348703  -0.01
H -3.811384 5.269695 3.154431  0.43
H -2.165083 5.254820 3.601955  0.30
H -3.406758 3.343388 1.665424  0.33
H -2.641215 2.889309 3.119093  0.36
Br -2.027949 -0.849492 4.243965  -0.20
C -1.985840 -1.970664 2.648398  0.27
C -2.260650 -3.423180 3.023297  -0.52
Br -2.169959 -4.392035 1.308794  -0.19
H -1.044071 -1.989963 2.104660  -0.32
H -2.738339 -1.583617 1.968364  0.37
H -3.282756 -3.561856 3.364367  0.41
H -1.548402 -3.911718 3.678606  0.36

Cartesian forces (eV/Å) of the 2 atoms listed first:
N 0.046 -0.566 -0.400
H -0.710 0.442 0.285

Lowest unoccupied orbital energy ... 1.46 eV
HOMO level ... -0.236 Ha
Relative energy (zero: lowest compared OMol25 entry of this formula, charge and spin) ... 124.6 kcal per mole
Largest force on an atom ... 16.6 eV/Å
Charge ... -1

---

Entry 2:
The following is a DFT calculation (wB97M-V/def2-TZVPD) of a cluster of 2 separate species, C13H26O6P in total at a distorted geometry.

Each line ends with the Mulliken charge.
Geometry (Å):
C -2.889566 -0.569638 2.806112  -1.06
C -1.511544 -0.180495 2.073242  -0.41
P -1.470039 1.681361 1.724750  0.52
C -3.010320 2.209871 0.758481  -1.04
O -1.584433 2.481563 3.263894  -0.40
C -0.564065 2.081331 4.151574  0.53
O -0.845996 2.011646 5.365284  -0.58
O 0.756851 1.726037 3.760379  -0.32
C 1.396229 2.836228 3.072544  -0.44
C 2.214781 2.452498 1.756662  -0.64
C 2.017288 0.964455 1.214614  -0.17
C 1.772891 0.950141 -0.393449  -0.71
C 1.493117 -0.571536 -0.891663  -0.35
C 2.176587 -0.684304 -2.359420  -0.50
O 2.362400 -2.053689 -2.792384  -0.40
C 1.115410 -2.755107 -2.797997  0.64
C 1.144269 -4.213425 -2.103590  -0.86
O 0.069298 -2.326783 -3.319215  -0.64
H -3.679221 -0.700988 1.997430  0.31
H -3.214639 0.253942 3.539703  0.26
H -2.698396 -1.558327 3.367935  0.34
H -0.599938 -0.396350 2.739808  0.30
H -1.346042 -0.737772 1.077112  0.28
H -2.812435 3.236730 0.304287  0.34
H -3.908206 2.300320 1.457001  0.30
H -3.193977 1.484362 -0.115248  0.34
H 0.614680 3.629150 2.781788  0.26
H 2.086159 3.359556 3.834545  0.35
H 1.934903 3.229017 0.951539  0.29
H 3.343786 2.601377 1.942841  0.32
H 3.011533 0.400117 1.355707  0.37
H 1.144791 0.388593 1.656238  -0.04
H 0.879145 1.579408 -0.709372  0.28
H 2.700809 1.377078 -0.897336  0.38
H 0.355165 -0.744091 -0.953181  0.21
H 1.959857 -1.335739 -0.175476  0.27
H 1.578194 -0.034682 -3.079303  0.29
H 3.219909 -0.209483 -2.253887  0.37
H 0.112775 -4.519628 -1.737644  0.27
H 1.586493 -4.984331 -2.831094  0.29
H 1.913975 -4.116403 -1.250738  0.27
C -1.964218 -2.112565 -5.655473  -0.17
O -3.291918 -2.240472 -5.594188  -0.91
H -1.561610 -1.104750 -5.916247  0.14
H -1.389690 -2.334008 -4.730283  -0.08
H -1.425047 -2.750212 -6.396285  0.18

Cartesian forces (eV/Å) of the 2 atoms listed first:
C 0.781 -0.562 -0.189
C -1.008 0.228 0.789

Lowest unoccupied orbital energy ... 2.23 eV
HOMO level ... -0.053 Ha
Largest force on an atom ... 5.0 eV/Å
Charge ... -1

---

Entry 3:
The following is a DFT calculation (wB97M-V/def2-TZVPD) of a cluster of 2 separate species, C2Br2N2 in total at a distorted geometry.

Each line ends with the Mulliken spin population.
Geometry (Å):
C -0.817750 0.373483 -0.019245  -0.13
C 1.590728 -0.719462 -0.211886  0.79
N -1.581656 0.793310 0.795941  0.55
N 0.007050 0.230777 -0.955554  0.59
Br 2.859865 -0.363526 -1.333266  0.14
Br 1.460853 -1.864326 1.268669  0.06

Cartesian forces (eV/Å) of the 2 atoms listed first:
C -0.507 1.123 0.743
C -4.302 0.981 1.000

Lowest unoccupied orbital energy (alpha / beta) ... -1.40 / -2.44 eV
⟨S²⟩ ... 2.032
HOMO level (alpha / beta) ... -0.318 / -0.372 Ha
Largest force on an atom ... 4.5 eV/Å
Charge ... 0
2S+1 ... 3

---

Entry 4:
The following is a DFT calculation (wB97M-V/def2-TZVPD) of a cluster of 2 separate species, CHClF2O in total at a distorted geometry.

Each line ends with the Mulliken charge.
Geometry (Å):
C 1.297472 -0.645806 -0.286261  0.59
O 0.627974 0.243551 0.017733  -0.29
F 2.338085 -0.548464 -1.092292  -0.15
F 1.215485 -1.878992 0.215542  -0.15
Cl -2.275478 0.896882 0.602979  -0.25
H -3.203539 1.932828 0.542297  0.26

Cartesian forces (eV/Å) of the 2 atoms listed first:
C 1.268 -1.028 0.387
O -1.165 1.042 0.277

Lowest unoccupied orbital energy ... 0.57 eV
HOMO level ... -0.422 Ha
Relative energy (zero: lowest compared OMol25 entry of this formula, charge and spin) ... 7.4 kcal per mole
Largest force on an atom ... 2.8 eV/Å
Charge ... 0
SMILES string ... O=C(F)F.Cl

---

Entry 5:
The following is a DFT calculation (wB97M-V/def2-TZVPD) of an isolated molecule of C5H10O2.

Each line ends with the Mulliken charge.
Geometry (Å):
C -1.663133 0.140913 1.354294  -0.70
O -0.990065 0.869240 0.353138  -0.37
C 0.408522 0.904233 0.411052  -0.05
C 1.233274 -0.269185 0.846960  -0.76
C 1.139286 0.075336 -0.613284  -0.07
C 0.280628 -0.762533 -1.530489  -0.46
O -0.193814 0.007540 -2.615688  -0.53
H -1.459344 0.529598 2.360306  0.29
H -1.398724 -0.924849 1.330631  0.26
H -2.730647 0.236250 1.136855  0.27
H 0.786761 1.900243 0.637796  0.40
H 2.161428 -0.047049 1.364886  0.28
H 0.733011 -1.167126 1.197534  0.20
H 2.007330 0.518064 -1.096433  0.35
H 0.866569 -1.581382 -1.952679  0.34
H -0.552884 -1.206155 -0.964344  0.21
H -0.628201 0.776863 -2.220536  0.34

Cartesian forces (eV/Å) of the 2 atoms listed first:
C -0.141 -0.121 0.148
O -0.023 0.007 -0.077

Lowest unoccupied orbital energy ... 0.99 eV
HOMO level ... -0.358 Ha
Relative energy (zero: lowest compared OMol25 entry of this formula, charge and spin) ... 60.4 kcal per mole
Largest force on an atom ... 0.4 eV/Å
Charge ... 0
SMILES string ... CO[C@H]1C[C@H]1CO

---

Entry 6:
The following is a DFT calculation (wB97M-V/def2-TZVPD) of a cluster of 2 separate species, CH4S in total at a distorted geometry.

Each line ends with the Mulliken charge.
Geometry (Å):
C 1.067724 0.049976 0.100514  -0.70
S -1.704600 0.336191 0.084191  -0.31
H 0.791030 0.267988 1.180039  0.30
H 1.000995 1.032540 -0.562346  0.28
H 0.953323 -0.821153 -0.396120  0.32
H -2.108472 -0.865540 -0.406279  0.11

Cartesian forces (eV/Å) of the 2 atoms listed first:
C -4.465 6.344 1.059
S 1.877 -0.438 -0.149

Lowest unoccupied orbital energy ... -1.79 eV
HOMO level ... -0.329 Ha
Relative energy (zero: lowest compared OMol25 entry of this formula, charge and spin) ... 79.0 kcal per mole
Largest force on an atom ... 7.8 eV/Å
Charge ... 0